<a>
DFT (the ωB97M-V functional and the def2-TZVPD basis) results for a molecular structure, C4H10O3.

The value obtained for the highest occupied orbital energy is -7.1 eV. Its net charge is 0. The calculation puts the LUMO energy at 0.623 eV. For the orbital gap, the calculation gives 7.7 eV.

Geometry (Å):
C1 1.66 0.86 -0.08
O1 1.11 -0.44 0.12
C2 0.54 -1.12 -1.11
C3 -0.53 -0.70 0.57
O2 -0.46 0.06 1.76
C4 -1.74 -0.09 -0.13
O3 -1.51 1.26 -0.45
H1 1.98 1.26 0.89
H2 0.92 1.52 -0.54
H3 2.53 0.76 -0.75
H4 0.45 -0.33 -1.87
H5 1.31 -1.85 -1.43
H6 -0.59 -1.76 0.79
H7 0.25 -0.32 2.31
H8 -2.59 -0.18 0.57
H9 -1.96 -0.62 -1.05
H10 -1.35 1.71 0.40

***

<b>
DFT (the ωB97M-V functional and the def2-TZVPD basis) results for 3 unconnected molecules or ions with the total composition C4H10O3.

The value obtained for the highest occupied orbital energy is -8.0 eV. Its net charge is 0. Its structure (SMILES) is C=C/C=C/O.O.O. The calculation puts the LUMO energy at 0.362 eV. For the orbital gap, the calculation gives 8.4 eV.

Geometry (Å):
C1 1.32 -0.78 2.27
C2 1.03 0.31 1.55
C3 1.12 0.47 0.09
C4 1.71 -0.45 -0.69
O1 1.73 -0.49 -2.04
H1 1.06 -0.83 3.32
H2 1.77 -1.70 1.93
H3 0.44 1.04 2.08
H4 0.46 1.21 -0.34
H5 2.35 -1.23 -0.31
H6 0.94 -0.10 -2.46
H7 -1.92 0.32 -2.18
H8 -0.91 -0.59 -1.46
O2 -1.00 0.06 -2.17
H9 -3.11 0.80 0.86
H10 -3.88 1.26 -0.33
O3 -3.12 0.70 -0.10

***

Which structure is the most stable? The one labeled <b>.

***

<a>
DFT (the ωB97M-V functional and the def2-TZVPD basis) results for 3 unconnected molecules or ions with the total composition C4H15NO3.

The value obtained for the highest occupied orbital energy is -8.3 eV. Its net charge is 0. Its structure (SMILES) is CC(C)NCO.O.O. The calculation puts the LUMO energy at 0.528 eV. For the orbital gap, the calculation gives 8.8 eV.

Geometry (Å):
C1 -0.47 1.80 -0.27
C2 0.08 0.61 -1.09
C3 -0.84 0.08 -2.24
N1 0.15 -0.60 -0.34
C4 -1.06 -1.27 0.23
O1 -0.60 -2.11 1.24
H1 -1.42 1.69 0.44
H2 0.30 2.27 0.50
H3 -0.84 2.54 -0.98
H4 1.18 0.78 -1.57
H5 -1.23 0.99 -2.74
H6 -0.34 -0.57 -3.00
H7 -1.73 -0.47 -1.84
H8 0.95 -0.77 0.14
H9 -1.79 -0.61 0.52
H10 -1.41 -1.95 -0.51
H11 -0.16 -1.60 1.91
H12 -0.02 1.13 3.96
H13 -1.31 0.55 4.41
O2 -0.62 0.44 3.74
H14 4.26 -1.51 -0.91
H15 3.05 -0.81 -0.87
O3 3.90 -0.59 -0.72

***

<b>
DFT (the ωB97M-V functional and the def2-TZVPD basis) results for 4 unconnected molecules or ions with the total composition C4H15NO3.

The value obtained for the highest occupied orbital energy is -9.1 eV. Its net charge is 0. Its structure (SMILES) is C=CCNC.O.O.O. The calculation puts the LUMO energy at 0.537 eV. For the orbital gap, the calculation gives 9.6 eV.

Geometry (Å):
C1 0.10 2.15 0.92
N1 0.40 1.36 -0.25
C2 1.60 0.49 -0.15
C3 2.95 -0.84 -1.74
C4 2.23 0.24 -1.49
H1 -0.27 1.49 1.70
H2 -0.73 2.79 0.68
H3 0.93 2.79 1.25
H4 0.53 1.86 -1.11
H5 2.31 0.97 0.53
H6 1.31 -0.40 0.41
H7 3.32 -1.01 -2.75
H8 3.15 -1.60 -1.01
H9 1.90 0.91 -2.27
H10 -1.37 -0.29 -0.08
H11 -1.92 -0.73 -1.49
O1 -1.98 -0.87 -0.54
H12 -3.64 -0.63 1.75
H13 -4.46 -0.57 0.48
O2 -4.40 -0.18 1.36
H14 -0.84 -3.36 0.99
H15 -0.87 -1.92 1.50
O3 -0.26 -2.65 1.31

***

Which structure is the most stable? The one labeled <b>.

***

<a>
DFT (the ωB97M-V functional and the def2-TZVPD basis) results for 2 unconnected molecules or ions with the total composition C4H10NO.

The value obtained for the highest occupied orbital energy is -14.2 eV. Its net charge is +1. The calculation puts the LUMO energy at -4.518 eV. For the orbital gap, the calculation gives 9.7 eV.

Geometry (Å):
C1 1.18 2.31 -0.12
C2 0.08 1.53 -0.07
C3 -1.08 -2.11 0.15
C4 0.11 0.07 -0.35
N1 -0.53 -0.83 0.70
O1 1.39 -0.41 -0.50
H1 1.19 3.34 0.31
H2 2.15 1.88 -0.67
H3 -0.79 2.08 0.32
H4 -1.24 -2.84 0.89
H5 -2.03 -1.79 -0.43
H6 -0.20 -2.38 -0.62
H7 -1.00 -0.06 -1.81
H8 -1.31 -0.16 1.09
H9 0.18 -1.03 1.44
H10 1.92 0.40 -0.34

***

<b>
DFT (the ωB97M-V functional and the def2-TZVPD basis) results for 2 unconnected molecules or ions with the total composition C4H10NO.

The value obtained for the highest occupied orbital energy is -14.4 eV. Its net charge is +1. The calculation puts the LUMO energy at -5.307 eV. For the orbital gap, the calculation gives 9.1 eV.

Geometry (Å):
C1 1.18 -1.66 -0.19
C2 -0.02 -0.76 0.05
C3 -1.18 -1.33 -0.25
C4 -0.53 0.90 1.69
N1 0.18 0.57 0.66
H1 1.56 -1.63 -1.22
H2 0.91 -2.70 0.03
H3 2.07 -1.37 0.39
H4 -2.14 -0.89 0.06
H5 -1.18 -2.32 -0.69
H6 -0.48 1.88 2.10
H7 -0.92 0.08 2.38
H8 0.25 1.38 0.01
H9 0.78 2.82 -2.06
H10 -0.71 2.57 -1.59
O1 0.22 2.44 -1.37

***

<c>
DFT (the ωB97M-V functional and the def2-TZVPD basis) results for 2 unconnected molecules or ions with the total composition C4H10NO.

The value obtained for the highest occupied orbital energy is -14.2 eV. Its net charge is +1. The calculation puts the LUMO energy at -5.875 eV. For the orbital gap, the calculation gives 8.3 eV.

Geometry (Å):
C1 -2.29 1.26 0.90
C2 -1.02 0.67 0.27
C3 -0.39 -0.40 0.90
N1 0.74 -0.91 0.06
C4 1.59 -1.83 0.47
H1 -3.10 1.12 0.20
H2 -2.50 0.81 1.87
H3 -2.14 2.33 1.08
H4 -0.46 1.29 -0.48
H5 -0.79 -0.92 1.82
H6 0.68 -0.47 -0.84
H7 1.91 -1.83 1.51
H8 1.91 -2.64 -0.16
H9 2.22 0.71 -1.79
H10 2.04 0.13 -3.24
O1 1.61 0.68 -2.54

***

Which structure is the most stable? The one labeled <b>.

***

<a>
DFT (the ωB97M-V functional and the def2-TZVPD basis) results for C5H7N3OS in the gas phase.

The value obtained for the highest occupied orbital energy is -8.6 eV. Its net charge is 0. The calculation puts the LUMO energy at -0.624 eV. For the orbital gap, the calculation gives 8.0 eV.

Geometry (Å):
C1 -1.34 1.21 0.17
C2 -0.43 -1.23 -0.83
C3 -2.06 0.12 0.07
C4 0.69 -0.47 -0.23
C5 2.96 -0.47 0.49
N1 -1.67 -1.08 -0.55
N2 1.81 -1.03 -0.12
N3 -3.33 -0.01 0.41
O1 0.84 2.25 -0.92
S1 0.43 1.36 0.17
H1 -1.88 2.06 0.70
H2 -0.21 -2.05 -1.60
H3 3.85 -1.01 0.59
H4 2.81 -0.18 1.51
H5 3.28 0.44 0.02
H6 -3.92 0.61 0.84
H7 -3.75 -0.79 0.08

***

<b>
DFT (the ωB97M-V functional and the def2-TZVPD basis) results for C5H7N3OS in the gas phase.

The value obtained for the highest occupied orbital energy is -9.1 eV. Its net charge is 0. The calculation puts the LUMO energy at 0.503 eV. For the orbital gap, the calculation gives 9.6 eV.

Geometry (Å):
C1 -0.78 -0.14 1.22
C2 0.53 -0.47 1.27
C3 -1.01 0.65 -0.04
C4 0.27 0.64 -0.88
C5 1.39 -0.18 0.12
N1 3.25 -1.62 -0.17
N2 3.92 -0.63 0.12
N3 1.97 -1.42 -0.35
O1 2.78 1.95 -0.54
S1 2.93 0.89 0.48
H1 -1.60 -0.25 2.00
H2 0.96 -1.07 1.99
H3 -1.90 0.21 -0.70
H4 -1.30 1.75 0.20
H5 0.23 0.13 -1.79
H6 0.70 1.63 -1.14
H7 1.31 -2.14 -0.61

***

Which structure is the most stable? The one labeled <a>.

***

<a>
DFT (the ωB97M-V functional and the def2-TZVPD basis) results for C3H5ClO in the gas phase.

The value obtained for the highest occupied orbital energy is -9.9 eV. Its net charge is 0. Its structure (SMILES) is CC(=O)CCl. The calculation puts the LUMO energy at 0.236 eV. For the orbital gap, the calculation gives 10.2 eV.

Geometry (Å):
C1 -0.27 -1.16 -1.87
C2 0.04 0.36 -1.03
C3 0.36 0.48 0.49
H1 -0.13 -0.88 -3.09
H2 -1.07 -1.75 -1.16
H3 0.44 -2.06 -1.73
H4 0.42 1.49 0.81
H5 1.45 0.14 0.38
O1 0.62 1.17 -1.77
Cl1 -0.40 -0.26 1.97

***

<b>
DFT (the ωB97M-V functional and the def2-TZVPD basis) results for C3H5ClO in the gas phase.

The value obtained for the highest occupied orbital energy is -10.3 eV. Its net charge is 0. Its structure (SMILES) is C=C[C@@H](O)Cl. The calculation puts the LUMO energy at 0.877 eV. For the orbital gap, the calculation gives 11.2 eV.

Geometry (Å):
C1 0.55 1.45 -0.76
C2 -0.03 0.68 0.15
C3 0.03 -0.92 0.18
O1 -0.33 -1.43 1.37
Cl1 -0.98 -1.62 -1.10
H1 0.50 2.55 -0.87
H2 0.99 0.91 -1.58
H3 -0.63 1.06 0.97
H4 1.16 -1.56 0.04
H5 -1.26 -1.12 1.61

***

Which structure is the most stable? The one labeled <b>.

***

<a>
DFT (the ωB97M-V functional and the def2-TZVPD basis) results for a molecular structure, C3H5O3Tl.

The value obtained for the highest occupied orbital energy is -5.5 eV. Its net charge is 0. The calculation puts the LUMO energy at -0.430 eV. For the orbital gap, the calculation gives 5.1 eV.

Geometry (Å):
H1 1.43 -1.70 -1.43
O1 0.82 -1.07 0.78
C1 -0.08 -0.33 1.31
C2 0.88 -0.91 -0.90
O2 -0.33 -0.25 2.52
O3 -0.89 0.37 0.52
C3 -0.34 1.07 -0.71
H2 -0.10 -1.34 -1.14
H3 1.71 -0.20 -0.97
H4 -0.01 1.16 -1.75
H5 -1.13 1.84 -0.80
Tl1 -1.95 1.36 2.56

***

<b>
DFT (the ωB97M-V functional and the def2-TZVPD basis) results for a molecular structure, C3H5O3Tl.

The value obtained for the highest occupied orbital energy (alpha / beta) is -6.4 / -7.4 eV. Its net charge is 0. The calculation puts the LUMO energy (alpha / beta) at -1.018 / -0.776 eV. For the orbital gap (alpha / beta), the calculation gives 5.3 / 6.6 eV.

Geometry (Å):
H1 1.45 -1.64 -0.07
O1 0.10 1.31 -0.26
C1 0.60 1.05 1.01
C2 -1.04 0.52 -0.57
O2 1.79 1.37 1.08
O3 0.55 -0.83 0.57
C3 -0.80 -0.84 0.10
H2 -1.17 0.45 -1.66
H3 -1.93 1.01 -0.15
H4 -1.04 -1.70 -0.53
H5 -1.37 -0.89 1.04
Tl1 2.86 0.20 -0.58

***

Which structure is the most stable? The one labeled <b>.